Record 1
Formula: C14H22FeO5P
Source: the Open Molecules 2025 dataset
Level of theory: ωB97M-V/def2-TZVPD

Geometry as ORCA input:
```
! wB97M-V def2-TZVPD RIJCOSX def2/J DEFGRID3
* xyz 1 5
H -2.7789 0.5091 3.5148
H -1.4341 -1.7727 4.8928
C -1.6511 -1.1895 2.7920
H 0.7989 -1.7504 5.1818
H 0.5715 -5.0522 3.6324
C 2.0785 -0.9467 0.0510
H 0.7344 -3.8754 0.1939
H 1.6469 -0.2129 5.3695
O 3.1949 -0.7801 -0.2600
O -0.0820 3.0397 -2.2038
H -0.1343 -3.6542 4.4468
H 2.7970 -2.2746 3.4030
C 0.0979 1.1445 -0.1801
C 1.2486 -0.7167 3.3074
H 1.2718 -5.0803 1.3814
O -2.6903 -0.6557 -0.3101
H -3.0951 -1.6826 4.3015
C 0.5821 -3.9508 3.6698
H 3.3568 -0.6314 3.7956
H -0.0745 -0.2001 4.9910
H 1.2110 0.3277 2.9483
P 0.0503 -1.5609 2.1425
H 1.5921 -3.6455 3.9749
C -1.5787 -1.0969 -0.2592
H -2.0891 -3.0604 3.8385
C -0.8297 -2.1491 -1.0880
H 2.1457 -3.5392 1.2301
C -0.4976 2.4276 -1.2863
C 0.2165 -3.4221 2.2713
H 0.4518 -1.6502 -1.3209
H -0.8120 -3.7571 2.0367
O -1.3256 -3.1215 -1.6138
C 1.1530 -4.0046 1.2010
C -1.8508 0.3231 2.9589
Fe 0.2827 -1.0195 0.0449
C 0.8631 -0.7259 4.7897
C -2.0743 -1.9826 4.0299
O 0.5067 1.8126 0.7500
H -2.2971 -1.5179 1.9593
H 3.0583 -1.0775 2.1164
H -1.9528 0.8097 1.9820
C 2.6904 -1.2138 3.1381
H -1.0208 0.7973 3.4946
*
```

Calculated values
total energy	-68774.609	eV
⟨S²⟩	6.084
highest occupied orbital energy (alpha / beta)	-10.65 / -14.09	eV

Record 2
Formula: C14H22N4OS4
Source: the Open Molecules 2025 dataset
Level of theory: ωB97M-V/def2-TZVPD

Geometry as ORCA input:
```
! wB97M-V def2-TZVPD RIJCOSX def2/J DEFGRID3
* xyz 0 1
H -3.1941 -2.4103 -2.2965
C 2.7885 0.1227 5.3482
S 2.2585 3.0573 3.4112
C 3.4614 1.6528 3.4540
H 1.6765 0.1076 5.0799
C -1.7314 0.6461 -0.4444
H -1.1472 3.8432 0.6444
H -5.6755 -1.8180 -4.8037
H 1.1436 4.0200 1.4084
C -0.7142 -0.3818 -1.2558
C -3.2373 -1.3870 -4.8657
H -0.6342 2.8663 3.0244
H 1.2120 -1.4791 -4.2318
H -1.6734 -3.1839 -1.5475
C 1.2501 2.9467 1.8181
H -2.7003 0.7367 -1.0923
N 4.9700 -0.2614 6.4344
C -1.2853 2.7099 0.8867
N -2.2892 -4.1042 -3.3703
H -1.3163 -2.5234 -5.3315
H -2.0561 0.2332 0.5767
H -1.2410 2.5536 -1.2292
H -1.3816 -4.3927 -3.7665
N 3.8389 0.8662 4.6516
H 3.0311 -1.3430 7.2661
C -0.2356 2.3356 2.0656
C 3.5460 -0.6219 6.5150
C -4.5449 -1.5724 -4.8172
O -1.2154 -0.4266 -2.6196
H -0.7283 -1.3846 -0.6960
H 1.6374 0.4558 -2.3069
C -1.6212 -1.5722 -4.7682
C -1.1373 -1.7541 -3.2044
S 0.6351 -2.4096 -3.3368
H -0.2247 1.1910 2.2848
H -2.3923 2.5600 1.1960
C -2.1555 -2.8395 -2.5551
C 5.1432 0.6394 5.3012
S 4.1990 1.1814 1.9902
H 1.8130 2.3510 0.9882
H -1.1225 -0.6081 -5.1929
H -3.0302 -4.0183 -4.0825
H 6.1252 1.1153 4.9403
N -1.0521 1.9760 -0.3964
S 1.0076 0.3243 -1.0741
*
```

Calculated values
total energy	-66213.282	eV
SMILES	C#CC[C@](S)(CN)O[C@@H](S)CNCCCSC(=S)n1ccnc1
highest occupied orbital energy	-8.21	eV

Record 3
Formula: C14H22N6S2
Source: the Open Molecules 2025 dataset
Level of theory: ωB97M-V/def2-TZVPD

Geometry as ORCA input:
```
! wB97M-V def2-TZVPD RIJCOSX def2/J DEFGRID3
* xyz 0 1
H 2.0710 0.8645 -0.4982
N 1.2667 2.4208 9.3047
S 2.5010 -0.6290 -2.5601
H 2.2387 1.7175 -3.2660
N -1.5621 -1.7847 -5.0518
H -0.5969 3.1781 5.6560
C -0.2201 -1.6683 -5.3440
H -0.9989 1.4427 5.6279
H -0.1488 3.0524 3.1991
H -0.1629 0.3399 -1.8820
C 0.6381 1.8694 0.5242
H 0.7776 4.0108 7.8798
H 0.5086 -0.1849 7.5310
H 0.3803 -0.3359 -6.9365
C 0.8048 2.9237 8.0714
H -2.5144 -2.3141 -3.1989
C 0.2912 2.0413 3.3517
S 1.5737 1.7664 2.0135
H 1.0414 0.7489 -4.0359
H 2.3985 -2.8006 -3.6389
H 1.7041 2.6898 4.8246
C 0.3827 1.9453 7.1970
H 1.3383 0.3479 9.8707
C 0.5754 -1.8295 -4.2174
C -1.6047 -2.1009 -3.7778
H -0.9526 2.2705 -0.4563
H -0.1209 2.0669 -2.2221
C 1.1504 1.1001 9.1187
H -0.5492 1.3097 3.2386
H -0.3020 -1.8956 -7.4660
C 0.3401 -1.3940 -6.7276
H 2.6102 -1.5081 -4.7871
H 1.3788 -1.7376 -6.7426
H 1.3799 0.9892 4.8250
C 1.5706 0.8708 -3.0703
N -0.5712 2.2740 0.4689
C 2.0589 -1.7947 -3.9099
C -0.1753 2.1652 5.7933
N -0.3462 -2.1378 -3.2097
N 1.2094 1.3780 -0.6270
N 0.6166 0.7612 7.8816
C 0.9139 1.9751 4.7409
H -0.1375 -2.3076 -2.2416
C 0.5268 1.1870 -1.9669
*
```

Calculated values
total energy	-45485.746	eV
SMILES	[H]/N=C(\NCCSCc1[nH]cnc1C)SCCCc1cnc[nH]1
highest occupied orbital energy	-8.60	eV
relative energy (zero: lowest compared OMol25 entry of this formula, charge and spin)	3.38	kcal per mole

Record 4
Formula: C14H22O
Source: the Open Molecules 2025 dataset
Level of theory: ωB97M-V/def2-TZVPD

Geometry as ORCA input:
```
! wB97M-V def2-TZVPD RIJCOSX def2/J DEFGRID3
* xyz 0 1
H -0.5742 -1.1694 -2.7415
O 3.6587 0.9687 1.0508
H -2.0678 0.0505 -2.3750
H 2.0696 -1.8387 0.5100
H 5.4336 -0.3698 -0.1206
H 4.5716 -1.8152 0.5584
H 2.5605 -1.4825 2.0746
C -2.9017 -0.9776 -0.1618
H -0.1365 3.0364 1.7459
H -2.9727 1.8354 1.0103
H 3.9837 -0.4059 -2.1268
H -1.8293 -3.6373 -0.6368
H -0.2336 -2.9632 -0.9003
C 2.2593 -1.0130 1.1892
H -1.4581 3.5739 0.7081
H -1.8634 -1.1337 1.7044
C -1.1271 -2.6953 -0.5179
C -1.4124 -0.7879 -2.1761
H -1.0989 -2.4979 0.6116
C 0.2257 0.5913 0.7929
C -0.9244 1.4796 0.4684
H 5.0719 -1.8860 -1.8357
C 1.0905 -0.1763 1.0904
C -2.1872 1.1244 1.2934
C -1.7410 -1.4253 -1.0699
C 3.5406 -0.2032 0.7914
H -3.3061 -0.0552 -0.6691
H 3.4049 -2.1116 -1.5665
C 4.1339 -1.2964 -1.4465
H 0.0733 3.3125 0.0075
H -2.0246 1.3493 2.3711
C -0.5301 2.9866 0.7873
C -2.6439 -0.3528 1.1893
H -1.1231 1.2760 -0.5317
H -3.5423 -0.3354 1.7324
H -3.6925 -1.6546 -0.0201
C 4.5400 -0.9502 0.0045
*
```

Calculated values
total energy	-16918.170	eV
SMILES	C=C(C)CCC[C@@H](C)C#CCC(=O)CC
highest occupied orbital energy	-9.05	eV
relative energy (zero: lowest compared OMol25 entry of this formula, charge and spin)	103.55	kcal per mole

Record 5
Formula: C14H23AuN4OPS5
Source: the Open Molecules 2025 dataset
Level of theory: ωB97M-V/def2-TZVPD

Geometry as ORCA input:
```
! wB97M-V def2-TZVPD RIJCOSX def2/J DEFGRID3
* xyz 1 1
H 1.4385 2.0049 1.4993
C 1.2713 -3.2363 0.9978
S 4.6742 -3.5844 -0.8292
P 0.1377 -0.6795 0.7537
H 3.1070 -0.1219 2.7371
H -3.8133 5.3805 -1.4325
C -1.6360 0.6626 2.2680
C 2.0383 -0.3210 2.6494
H 0.7856 -3.8406 1.7717
N 0.3519 -2.2850 0.4002
H -0.8153 2.3871 -0.7449
H -1.6414 1.2822 1.3740
C 1.9461 1.2687 0.8636
C -0.9962 -1.5426 3.0901
H -2.0274 -1.7191 3.4033
N -0.9850 -0.6070 1.9770
H -2.6708 0.4794 2.5649
H -1.1386 1.2022 3.0825
H 1.6322 -3.9235 0.2298
C -1.5425 2.8903 -1.3686
H -0.4965 -3.6455 -0.9455
H -1.3959 -3.4832 0.5735
O -0.3577 0.0809 -0.4222
H 1.5132 0.3549 3.3353
S 2.1793 1.1689 -2.8186
C -0.8246 -2.9339 -0.1826
Au -0.5306 0.7326 -3.1558
H -0.4391 -1.1701 3.9560
C -2.2777 3.9686 -0.9179
H -2.1083 4.3515 0.0781
N 1.6310 -0.1073 1.2606
H -2.7343 2.4699 -4.3838
H -4.1314 4.4015 -3.7109
C 1.6269 -1.5427 -2.8509
H -0.5725 -2.4984 2.7908
C 2.4728 -0.3727 -2.4230
H -1.4711 -2.1935 -0.6485
C -3.2231 4.5349 -1.7585
C 3.7159 -2.5510 -1.6003
S 0.1825 -1.4409 -3.6117
N -1.7114 2.3790 -2.5956
H 1.6588 1.4396 -0.1676
H 2.1389 -2.7441 1.4268
S 2.3180 -3.0798 -2.5237
S 3.8703 -0.8172 -1.5084
H 1.8605 -1.3406 2.9816
C -2.6295 2.9201 -3.4073
H 3.0220 1.4239 0.9663
C -3.4028 3.9977 -3.0234
*
```

Calculated values
total energy	-90052.237	eV
highest occupied orbital energy	-11.36	eV
relative energy (zero: lowest compared OMol25 entry of this formula, charge and spin)	2.26	kcal per mole